(1)
DFT (wB97M-V/def2-TZVPD) results for C47H58AuNO4S as an isolated structure.

Structure (XYZ):
```
112
Properties=species:S:1:pos:R:3:forces:R:3
Au 0.37638 -0.75039 0.10138 -0.19 -0.09 0.02
C 3.12655 -3.28111 1.25009 0.01 -0.06 -0.02
O 1.73536 -3.05589 1.39362 -0.02 0.04 0.08
C 1.24038 -2.32798 2.44827 -0.07 -0.03 -0.07
C 1.88021 -1.28379 3.13236 -0.01 0.02 0.05
C 3.21412 -0.64115 2.79337 0.08 0.00 -0.15
C 3.29998 0.25638 1.57233 0.08 -0.13 0.04
C 4.44641 0.25547 0.81469 0.03 -0.11 0.10
C 4.66013 1.14428 -0.24560 -0.07 0.14 -0.10
C 3.62477 2.04549 -0.57896 0.00 -0.01 0.03
C 2.42991 2.05852 0.07941 0.01 0.02 -0.01
C 1.26018 2.88468 -0.39958 0.07 0.02 0.00
C 0.46100 2.07128 -1.40448 0.08 0.08 0.06
C 1.04895 1.71944 -2.61276 0.00 -0.05 -0.08
C 0.44416 0.85149 -3.51048 -0.03 0.01 0.05
C -0.77273 0.29372 -3.12726 0.00 -0.03 -0.05
C -1.39360 0.60780 -1.92797 0.05 0.02 -0.05
C -2.60625 -0.18657 -1.47802 -0.03 -0.07 0.06
C -2.20349 -1.60604 -1.13755 -0.02 -0.07 0.07
C -2.20491 -2.61236 -2.06201 -0.03 0.04 0.01
C -1.69122 -3.89508 -1.77914 -0.03 -0.04 -0.06
C -1.24789 -4.17108 -0.48360 -0.03 -0.03 0.07
C -1.25188 -3.23268 0.52435 -0.01 0.13 -0.11
C -0.86686 -3.63395 1.93035 -0.03 -0.07 0.03
C -0.08605 -2.64990 2.76598 0.00 0.11 0.01
C -0.71760 -2.02067 3.82457 -0.09 -0.08 -0.06
C -0.08902 -1.04705 4.57954 0.03 0.12 0.06
C 1.19548 -0.70363 4.19797 0.05 0.00 -0.01
C -0.77669 -0.28655 5.70962 0.01 -0.03 0.05
C -0.92847 1.18397 5.29697 0.01 0.01 -0.03
C -2.16517 -0.84821 6.01559 0.00 0.00 0.01
C 0.07074 -0.37665 6.98622 -0.02 0.00 -0.01
C -1.67224 -1.88017 0.19247 0.01 0.03 -0.03
O -1.57058 -0.91285 1.03840 0.09 -0.07 -0.03
C -1.57777 -4.91096 -2.90763 0.06 0.00 -0.01
C -2.94049 -5.11299 -3.58446 -0.01 0.03 0.03
C -0.56806 -4.35657 -3.92766 0.00 0.00 0.01
C -1.07618 -6.27229 -2.42457 -0.02 0.01 0.03
C -0.79414 1.55678 -1.08941 -0.12 -0.02 -0.04
O -1.42772 1.93222 0.07199 0.09 0.00 0.06
C -2.17734 3.12651 -0.07455 -0.09 -0.02 -0.04
C 1.07072 0.50021 -4.85718 0.04 0.03 0.00
C 1.00160 -1.01033 -5.10821 -0.05 -0.02 -0.02
C 2.54086 0.91865 -4.92459 0.00 0.02 0.00
C 0.29301 1.23528 -5.95766 0.00 -0.02 -0.02
C 2.24047 1.19379 1.24063 -0.16 0.13 0.08
O 1.19875 1.28572 1.92783 0.08 -0.04 -0.05
C 5.96968 1.20290 -1.01732 -0.01 -0.03 -0.04
C 5.70106 1.14633 -2.52882 -0.06 -0.01 0.00
C 6.90643 0.04673 -0.66602 0.01 -0.01 0.00
C 6.66009 2.53110 -0.67080 0.01 0.03 0.01
H 3.57889 -3.55077 2.20767 0.01 0.02 0.01
H 3.63868 -2.42430 0.80882 -0.03 0.01 0.02
H 3.21582 -4.11908 0.56169 0.04 0.02 0.00
H 4.01634 -1.37285 2.71039 0.00 -0.02 0.02
H 3.47583 -0.02055 3.65529 0.00 0.02 -0.01
H 5.22242 -0.45650 1.06632 0.00 0.00 0.01
H 3.77126 2.74156 -1.39664 0.02 -0.03 -0.01
H 1.63532 3.79103 -0.87974 -0.01 0.01 0.02
H 0.63315 3.15507 0.44693 0.01 0.00 0.01
H 2.03382 2.10992 -2.82917 0.00 0.02 0.01
H -1.24576 -0.44401 -3.76518 -0.01 0.00 0.00
H -3.34686 -0.22098 -2.27889 -0.01 0.02 0.01
H -3.04105 0.28863 -0.60024 -0.04 -0.03 -0.02
H -2.57312 -2.40092 -3.05896 0.00 0.01 0.00
H -0.88301 -5.16154 -0.24831 0.02 0.01 0.02
H -0.32809 -4.58077 1.86308 0.00 -0.01 -0.03
H -1.80251 -3.83962 2.46223 0.03 -0.02 0.00
H -1.74636 -2.28871 4.02693 0.00 -0.02 0.00
H 1.69739 0.10814 4.71077 -0.01 0.01 0.01
H -1.53264 1.26701 4.39168 0.00 0.00 0.00
H 0.03894 1.64092 5.08510 0.00 0.00 0.01
H -1.41104 1.75423 6.09455 0.00 0.00 0.00
H -2.83603 -0.75105 5.16013 0.00 0.00 0.00
H -2.60576 -0.29327 6.84588 0.00 0.00 0.00
H -2.11875 -1.90081 6.30272 0.00 0.00 0.00
H 1.06036 0.05813 6.84275 0.00 0.00 0.00
H 0.20067 -1.41648 7.29238 0.00 0.00 0.00
H -0.41700 0.16302 7.80129 0.00 0.00 0.00
H -3.32241 -4.19159 -4.02376 0.00 0.01 0.00
H -3.67920 -5.48063 -2.86985 0.00 0.00 0.00
H -2.84588 -5.84745 -4.38588 0.00 0.00 -0.01
H -0.89694 -3.40158 -4.33822 -0.02 0.00 -0.02
H -0.45042 -5.06068 -4.75394 0.01 0.00 -0.01
H 0.40865 -4.19836 -3.46505 0.00 -0.01 -0.01
H -1.75218 -6.71376 -1.68898 0.01 0.00 -0.01
H -0.07982 -6.20397 -1.98592 0.01 0.00 0.00
H -1.01556 -6.95394 -3.27367 0.00 0.00 -0.01
H -1.54840 3.95816 -0.40705 0.01 -0.01 -0.01
H -2.59488 3.35606 0.90305 -0.02 0.01 0.00
H -2.98744 2.98331 -0.79907 0.01 0.06 0.03
H 1.47923 -1.56999 -4.30221 0.01 0.01 0.01
H 1.51925 -1.25013 -6.03921 0.00 -0.01 -0.01
H -0.02838 -1.35568 -5.21168 0.01 -0.01 0.00
H 3.12598 0.43930 -4.13721 0.00 -0.01 0.01
H 2.65827 2.00142 -4.84372 0.01 0.00 -0.01
H 2.96218 0.61586 -5.88466 -0.01 -0.01 -0.01
H -0.76030 0.94755 -5.95298 0.00 0.00 0.00
H 0.70892 0.99438 -6.93894 -0.01 0.00 0.00
H 0.34711 2.31668 -5.81781 0.00 0.00 0.01
H 5.21686 0.20636 -2.79777 0.01 -0.01 0.00
H 6.64901 1.21417 -3.06599 0.01 0.00 -0.01
H 5.06765 1.96611 -2.87040 0.03 0.02 0.01
H 6.44009 -0.91911 -0.87004 -0.03 0.01 0.01
H 7.22025 0.07992 0.37915 0.01 -0.01 0.00
H 7.80382 0.11439 -1.28309 0.01 0.02 0.02
H 6.04396 3.38692 -0.95186 0.00 -0.01 0.00
H 7.60820 2.60510 -1.20718 0.00 0.00 0.00
H 6.86396 2.59865 0.39973 0.01 0.00 0.00
S 3.94489 -2.34531 -2.61160 -0.05 0.04 0.06
C 2.77444 -1.62885 -1.73935 0.09 -0.06 -0.02
N 1.94266 -1.11165 -1.10619 0.16 0.05 -0.04
```
Forces are in eV/Å.

* multiplicity: 3
* HOMO energy (spin up / spin down): -7.8 / -8.0 eV
* energy above the lowest of the compared OMol25 structures with the same formula, charge and spin: 2.3 kcal per mole

(2)
DFT (wB97M-V/def2-TZVPD) results for C47H58CdN4O4P as an isolated structure.

Structure (XYZ):
```
115
Properties=species:S:1:pos:R:3:forces:R:3
Cd 0.40322 1.27768 -0.01254 0.22 -1.11 0.07
O 1.56161 1.20283 1.71777 0.15 0.23 0.28
C 1.16042 0.71446 2.91325 -0.01 -0.62 0.52
C -0.07971 -0.25211 2.79695 0.75 0.37 0.04
C -1.30123 0.45420 2.33534 -0.36 0.02 0.37
C -2.20861 1.05039 3.21035 0.03 -0.12 -0.14
C -3.36040 1.60456 2.68698 0.04 -0.08 -0.12
C -3.57788 1.55155 1.32136 0.16 -0.11 0.01
C -2.60479 0.99046 0.49374 -0.71 0.16 0.23
C -2.81798 0.87410 -0.98139 0.41 0.30 -0.52
C -1.80230 1.65524 -1.90933 -0.97 0.09 -0.29
O -0.56010 1.13504 -1.84442 -0.09 -0.34 -0.81
C -1.85922 3.18141 -1.72489 0.03 0.23 0.13
C -0.91048 3.92734 -2.41993 0.04 0.04 0.02
C -0.98448 5.30405 -2.47341 0.14 -0.15 -0.21
C -2.00504 5.97274 -1.81587 -0.19 0.19 0.09
C -2.93692 5.24423 -1.10109 -0.11 0.26 -0.09
C -2.87452 3.86156 -1.07308 0.14 -0.22 -0.07
C -2.34229 1.59265 -3.36160 0.06 -0.22 -0.08
C -3.58177 2.12039 -3.70958 -0.06 -0.19 -0.08
C -3.93324 2.27090 -5.03724 -0.18 0.07 0.02
C -3.05538 1.90142 -6.04154 0.04 0.04 -0.23
C -1.83141 1.35007 -5.70710 -0.04 0.02 -0.12
C -1.48232 1.19552 -4.37744 0.03 -0.13 0.25
N -1.49965 0.45167 1.01214 -0.30 -0.13 0.16
C 2.38820 -0.04896 3.41333 0.15 -0.03 0.06
C 2.59064 -1.41325 3.25003 -0.15 0.14 0.09
C 3.81585 -1.98426 3.55898 0.09 -0.19 0.05
C 4.85768 -1.20403 4.02745 0.17 -0.17 -0.01
C 4.67184 0.16128 4.17013 0.02 0.18 0.10
C 3.45248 0.72949 3.86313 -0.01 -0.14 0.03
C 0.80369 1.79515 3.94585 0.10 0.21 -0.19
C 0.79916 3.12773 3.55882 0.07 -0.25 -0.10
C 0.46068 4.12894 4.45069 -0.05 0.13 0.10
C 0.12776 3.80750 5.75445 -0.01 0.11 0.08
C 0.15454 2.48169 6.16043 -0.08 -0.03 0.16
C 0.49743 1.48346 5.26600 -0.05 -0.04 0.02
H -0.24220 -0.75208 3.75261 -0.10 -0.04 0.00
H 0.19481 -0.97068 2.02389 -0.07 -0.08 0.18
H -2.02055 1.05972 4.27403 0.07 -0.02 0.01
H -4.09796 2.05476 3.33683 -0.02 0.04 0.05
H -4.50259 1.92722 0.90761 0.01 0.05 -0.10
H -3.84061 1.16223 -1.22669 -0.03 -0.08 0.07
H -2.66206 -0.16560 -1.27210 -0.12 0.02 -0.02
H -0.10815 3.39885 -2.91437 0.08 -0.06 -0.06
H -0.25417 5.85308 -3.05363 0.08 0.07 0.02
H -2.06686 7.05334 -1.86526 -0.01 0.01 0.06
H -3.71892 5.74803 -0.55095 -0.06 0.08 0.03
H -3.62240 3.31790 -0.52136 -0.08 -0.01 0.08
H -4.26617 2.46680 -2.94685 0.01 0.04 0.06
H -4.88435 2.72081 -5.28710 -0.09 0.00 -0.04
H -3.31069 2.07732 -7.07730 -0.05 -0.06 -0.09
H -1.13160 1.07586 -6.48492 0.04 -0.06 -0.05
H -0.51844 0.79936 -4.09220 0.05 0.01 0.05
H 1.79909 -2.04482 2.87377 -0.12 -0.04 -0.03
H 3.95210 -3.05197 3.44045 0.02 -0.06 -0.03
H 5.81203 -1.65256 4.27220 0.02 -0.04 0.00
H 5.47574 0.78989 4.52875 0.10 0.01 0.00
H 3.30429 1.79608 3.94328 0.06 0.10 0.06
H 1.07067 3.34907 2.53946 0.02 -0.05 -0.05
H 0.44592 5.16074 4.12517 -0.02 0.04 -0.04
H -0.14371 4.58278 6.45801 -0.03 0.06 0.04
H -0.10365 2.23056 7.18185 0.03 -0.04 0.04
H 0.52516 0.45479 5.60635 0.02 -0.07 -0.03
C 3.42114 -1.41454 -3.36805 -0.01 -0.06 0.32
C 3.53173 -1.94535 -1.93657 0.30 -0.01 -0.24
C 3.64762 -3.47242 -1.99692 -0.09 0.37 0.02
C 4.77928 -1.35371 -1.26325 -0.30 -0.06 -0.10
N 2.29719 -1.64083 -1.19435 -0.02 -0.13 0.04
N 1.85899 -0.29307 -1.21663 0.37 0.22 -0.26
H 4.27672 -1.75743 -3.94731 0.06 0.00 -0.07
H 3.40836 -0.32785 -3.38543 -0.01 0.11 -0.05
H 2.51156 -1.78625 -3.83350 -0.14 -0.02 -0.09
H 4.54388 -3.76049 -2.54285 0.12 -0.05 0.00
H 2.78147 -3.88349 -2.50888 -0.11 -0.08 -0.05
H 3.69472 -3.89867 -0.99852 0.02 -0.10 0.20
H 5.67073 -1.58533 -1.84319 0.13 0.01 -0.04
H 4.90057 -1.75684 -0.25915 0.02 -0.05 0.12
H 4.69409 -0.27175 -1.18574 0.05 0.14 0.03
H 2.43172 -1.89833 -0.21736 -0.17 0.11 -0.11
H 1.35649 -0.10841 -2.08244 0.03 -0.04 0.15
H 2.61285 0.39282 -1.11730 0.00 -0.18 -0.13
C 1.42446 -4.58704 1.20192 -0.08 -0.07 -0.14
C 0.45655 -4.35096 0.05133 -0.15 0.43 0.09
P -0.36598 -2.67242 0.20641 -0.46 -0.91 0.02
C -1.44464 -2.67897 -1.32121 0.27 0.19 0.18
C -1.72540 -3.98819 -2.04844 -0.03 0.14 0.10
C -1.64586 -3.05541 1.53073 0.28 0.10 -0.26
C -2.67928 -4.15330 1.32132 0.12 0.11 0.07
H 1.96967 -5.52172 1.06805 0.06 -0.05 0.06
H 0.89639 -4.63635 2.15221 0.01 0.00 0.16
H 2.14505 -3.77449 1.25795 0.16 0.08 0.10
H -0.27218 -5.16157 -0.00313 0.00 -0.01 -0.10
H 1.01462 -4.32026 -0.88568 -0.06 -0.05 -0.07
H -0.95837 -1.97752 -2.00349 -0.12 0.10 -0.03
H -2.38720 -2.22145 -1.00984 0.03 0.08 -0.05
H -0.80651 -4.44105 -2.41151 0.07 -0.09 -0.06
H -2.36677 -3.79239 -2.90814 -0.03 -0.05 -0.08
H -2.23327 -4.70629 -1.40876 -0.01 -0.11 0.03
H -2.16366 -2.10530 1.68797 0.06 0.03 0.11
H -1.08028 -3.26054 2.44433 0.03 0.12 0.05
H -3.34721 -3.90711 0.50061 -0.10 -0.05 -0.14
H -3.28565 -4.26145 2.22161 -0.09 -0.06 0.02
H -2.21359 -5.11516 1.11925 0.01 -0.14 -0.06
O -1.21193 4.49594 1.32176 -0.01 0.03 0.17
C -0.13686 4.48257 0.75331 -0.08 0.81 0.23
C 0.77974 5.71834 0.60430 -0.16 -0.15 0.06
C 2.04403 5.14254 -0.00745 0.04 -0.15 -0.14
C 1.64937 3.69024 -0.31759 0.42 1.13 -0.01
O 2.35697 2.89162 -0.91974 0.29 -0.33 -0.21
N 0.43190 3.41483 0.15992 0.02 0.49 0.13
H 0.93648 6.20221 1.56810 -0.10 -0.04 0.05
H 0.27547 6.42598 -0.05496 -0.01 0.01 0.05
H 2.88553 5.12928 0.68892 0.01 -0.03 -0.06
H 2.36444 5.65116 -0.91688 0.06 -0.08 -0.03
```
Forces are in eV/Å.

* total charge: -1
* HOMO energy: -5.1 eV
* energy above the lowest of the compared OMol25 structures with the same formula, charge and spin: 37.2 kcal per mole

Question: Which of these has the highest energy above the lowest of the compared OMol25 structures with the same formula, charge and spin?
Answer: C47H58CdN4O4P

Question: Which of these has the lowest energy above the lowest of the compared OMol25 structures with the same formula, charge and spin?
Answer: C47H58AuNO4S

Question: Which formula does entry 1 have?
Answer: C47H58AuNO4S

Question: energy above the lowest of the compared OMol25 structures with the same formula, charge and spin of number 1 (C47H58AuNO4S)?
Answer: 2.3 kcal per mole